Record 1
15
Properties=species:S:1:pos:R:3:forces:R:3 method="wB97M-V/def2-TZVPD" homo_lumo_gap_ev=7.074 total_charge=+1 energy_ev=-8841.168 relative_energy_kj_mol=346.6 lumo_energy_ev=-6.4768
C -1.080581 0.968443 0.829156 2.7 0.0 1.1
C -1.876056 1.574817 -0.019390 -3.0 0.0 0.0
C -0.183854 0.549616 1.570933 -1.9 -0.4 -0.7
C 0.628572 -0.191842 2.479172 -0.2 1.5 1.7
C 0.565741 -0.058180 -2.133052 -1.8 -0.3 1.3
N 0.278336 -1.014615 -1.031486 0.6 -3.0 -1.5
O -2.836091 1.924329 -0.525746 1.7 0.1 -0.2
H 0.039018 -0.628888 3.298503 -0.6 -0.5 -0.7
H 1.195950 -0.912274 1.930323 0.7 -0.4 -0.1
H 1.158138 0.498933 3.181136 0.6 -0.2 -1.1
H 1.539481 -0.214038 -2.426524 2.3 0.4 -0.5
H -0.030476 -0.150642 -3.029908 -0.5 -0.2 -0.1
H 0.374357 0.888805 -1.665697 0.4 1.1 -0.4
H 0.927365 -1.891000 -1.246481 -2.1 2.1 0.8
H -0.699898 -1.343464 -1.210939 1.2 -0.1 0.5

Record 2
15
Properties=species:S:1:pos:R:3:forces:R:3 method="wB97M-V/def2-TZVPD" smiles="C=C(C)[N+](=C)C=O" homo_lumo_gap_ev=8.808 total_charge=+1 energy_ev=-8842.605 relative_energy_kj_mol=208.0 lumo_energy_ev=-6.1295
C 0.011858 -1.727436 -0.563573 -0.8 0.2 -1.7
C -0.321238 1.505372 1.051776 0.3 -3.0 -1.1
C 0.773839 -0.399155 1.779424 1.4 -1.1 -0.4
C -0.222468 -0.412975 -0.483672 1.0 -0.2 0.1
C -0.396419 0.504200 -1.652970 -2.1 -2.3 -2.3
N -0.011125 0.253116 0.786477 -2.3 2.9 -1.5
O 1.562876 0.269885 2.345465 0.2 -0.4 1.1
H 0.153288 -2.434325 0.216828 0.1 -0.2 0.6
H -0.040068 -2.197211 -1.567086 0.0 0.5 0.7
H -0.812184 2.202409 0.399929 -0.2 -0.1 -0.3
H -0.012541 1.698635 2.019584 0.4 1.4 1.8
H 0.675393 -1.491524 1.676490 0.2 0.4 1.0
H -1.520841 0.465725 -2.068497 2.6 -0.2 0.6
H 0.384456 0.253800 -2.429531 -1.3 -0.1 0.5
H -0.224826 1.509485 -1.510644 0.4 2.2 1.0